1.
DFT (ωB97M-V with the def2-TZVPD basis set) results for a molecular structure, C5H14N4.

CARTESIAN COORDINATES (ANGSTROEM)
N: 1.00221 0.06139 -0.33802
N: 0.45373 -0.94562 1.72528
N: 0.12566 1.41004 1.45756
N: -2.53165 1.15211 -0.37233
C: -1.75483 0.15615 -0.54109
C: 0.45136 0.12292 1.03363
C: 2.03584 1.07731 -0.63200
C: -2.37589 -1.20819 -0.39737
C: 1.43789 -1.29273 -0.73704
H: -0.13597 1.46005 2.43198
H: -3.41811 -1.15552 -0.07318
H: 0.61973 -1.96958 -0.51068
H: -0.24076 2.13698 0.86094
H: -2.32436 -1.74094 -1.35147
H: -2.05867 2.05861 -0.45208
H: 1.59580 2.06229 -0.49701
H: -0.21514 0.23802 -0.88130
H: 2.89994 0.96676 0.02590
H: 2.38222 0.94765 -1.65599
H: -0.10386 -0.85780 2.56942
H: -1.80372 -1.78947 0.33095
H: 1.63005 -1.30400 -1.81034
H: 2.32852 -1.58645 -0.18572

Properties
HOMO level = -7.0 eV
max |F| = 3.19 eV Å⁻¹
HOMO-LUMO gap = 7.664 eV
net charge = 0
energy above the lowest of the compared OMol25 structures with the same formula, charge and spin = 2.8981 eV
lowest unoccupied orbital energy = 0.663 eV

2.
DFT (ωB97M-V with the def2-TZVPD basis set) results for a molecular structure, C5H14N4.

CARTESIAN COORDINATES (ANGSTROEM)
N: 0.38536 1.28053 1.45863
N: -0.49421 2.11327 -0.44414
N: 1.31160 -0.28979 -0.71460
N: 0.11176 1.00096 0.11913
C: -1.75269 -0.86733 1.08693
C: 2.60864 -0.17477 -0.09706
C: 0.46274 -1.29332 -0.20044
C: -1.71158 -0.45896 -1.34837
C: -0.99108 -0.57830 -0.01822
H: -1.02090 -0.34763 -2.18645
H: 2.98029 0.85259 -0.17254
H: -0.48966 1.45804 1.94794
H: 0.28478 -2.08315 -0.93644
H: 0.01720 2.94917 -0.17984
H: 0.84036 0.46608 1.85405
H: 0.76713 -1.71235 0.77067
H: -0.46295 1.99604 -1.45070
H: -2.39022 0.39449 -1.35579
H: -1.30364 -1.03077 2.06048
H: 2.64758 -0.48282 0.96120
H: 3.32034 -0.81404 -0.63841
H: -2.82304 -1.01629 1.01807
H: -2.29782 -1.36167 -1.53409

Properties
HOMO level (spin up / spin down) = -6.7 / -6.8 eV
max |F| = 2.25 eV Å⁻¹
HOMO-LUMO gap (spin up / spin down) = 6.808 / 7.367 eV
net charge = 0
energy above the lowest of the compared OMol25 structures with the same formula, charge and spin = 6.4292 eV
lowest unoccupied orbital energy (spin up / spin down) = 0.088 / 0.529 eV

3.
DFT (ωB97M-V with the def2-TZVPD basis set) results for a gas-phase ion, C5H14N4 (charge +2).

CARTESIAN COORDINATES (ANGSTROEM)
N: -1.51869 -0.65233 0.15114
N: -2.57653 -0.67685 0.61929
N: 1.40524 -0.20586 0.95883
N: 0.57867 0.35296 -0.10893
C: -3.86953 -0.46423 0.20044
C: 2.25650 -1.38365 0.64803
C: 0.16854 1.65222 0.36955
C: 1.29192 0.59924 -1.43546
C: -0.35842 -0.67813 -0.32319
H: 2.25078 1.09472 -1.24859
H: 1.46598 -0.40944 -1.92444
H: -4.31556 -1.35638 -0.19187
H: -0.12753 2.22499 -0.52821
H: 1.77589 -2.28258 0.45309
H: 2.83858 -1.31272 -0.29173
H: -0.10239 -1.64885 -0.80934
H: 0.75194 2.10136 1.10719
H: -0.82871 1.44430 0.95869
H: -3.87849 0.25169 -0.66538
H: 2.81530 -1.54417 1.59737
H: -4.46115 -0.09104 1.12661
H: 0.80413 1.21478 -2.19322
H: 2.03510 0.43549 1.42138

Properties
HOMO level = -18.5 eV
max |F| = 6.26 eV Å⁻¹
HOMO-LUMO gap = 8.512 eV
net charge = +2
SMILES = CN=[N+]=C[N+](C)(C)NC
energy above the lowest of the compared OMol25 structures with the same formula, charge and spin = 7.1956 eV
lowest unoccupied orbital energy = -9.947 eV

4.
DFT (ωB97M-V with the def2-TZVPD basis set) results for 3 unconnected molecules or ions with the total composition C5H14NO.

CARTESIAN COORDINATES (ANGSTROEM)
O: -3.19426 1.51452 -0.67637
N: -1.15057 1.63043 1.30739
C: 1.26983 -0.39455 -0.70822
C: 1.52879 -1.84670 -0.90082
C: 0.06773 1.42013 0.50191
C: 1.87931 -2.65795 0.29938
C: 0.18419 0.15720 -0.05841
H: -1.28519 1.03019 2.14262
H: 2.95642 -2.47502 0.51116
H: -2.76903 2.03051 -1.36326
H: -4.13464 1.66848 -0.66484
H: 1.17342 -2.42689 1.10627
H: 0.87115 2.13792 0.52825
H: 0.61139 -2.37164 -1.34916
H: 1.77889 -3.74556 0.16154
H: -1.93635 1.42494 0.66874
H: 4.03886 -1.20829 0.40494
H: 2.18065 0.22756 -0.68570
H: -1.23345 2.61778 1.52669
H: 2.22213 -1.91523 -1.74653
H: -0.64584 -0.55157 0.06678

Properties
⟨S²⟩ = 0.753
HOMO level (spin up / spin down) = -5.2 / -5.2 eV
max |F| = 3.56 eV Å⁻¹
HOMO-LUMO gap (spin up / spin down) = 5.373 / 5.336 eV
net charge = 0
spin multiplicity = 2
energy above the lowest of the compared OMol25 structures with the same formula, charge and spin = 4.9000 eV
lowest unoccupied orbital energy (spin up / spin down) = 0.136 / 0.119 eV